[1]
# C42H58BCl2FeN4O4P2

A molecular structure, C42H58BCl2FeN4O4P2 in a non-equilibrium geometry (the ωB97M-V functional and the def2-TZVPD basis, the OMol25 dataset).

```
114
Properties=species:S:1:pos:R:3:forces:R:3:mulliken_spin:R:1
Fe -0.10782 -0.71189 -0.87104 -0.1 0.2 0.2 3.24
C 1.99541 -2.46747 -3.38193 0.5 0.4 -0.7 0.05
C 3.06654 -1.90638 -2.44954 -0.6 0.1 0.8 -0.02
C 3.42797 -0.51343 -2.95378 0.0 0.3 -0.3 0.01
C 4.30759 -2.76639 -2.41558 0.6 -0.1 -0.8 0.00
P 2.26604 -1.65488 -0.72940 0.4 -0.3 0.3 0.17
C 3.56405 -0.74182 0.36190 -0.9 -0.7 -0.4 -0.01
N 3.06849 0.53367 0.76794 -0.7 0.5 0.7 0.02
B 1.72870 0.85707 1.32991 1.2 -0.2 -0.8 -0.07
N 1.54449 2.23918 1.02702 -0.1 1.0 0.1 0.03
C 0.34003 2.86683 0.57720 -0.7 0.3 0.1 0.08
P -0.35889 2.08748 -0.98328 -0.7 0.0 0.0 0.08
C 0.30331 2.95426 -2.56287 -0.6 -0.3 1.7 -0.01
C -0.19156 4.36394 -2.82762 -0.4 0.4 -0.3 0.00
C 1.80563 2.95532 -2.41720 0.6 0.8 -0.2 0.02
C -0.08091 2.06470 -3.70150 -0.3 -1.2 -0.7 0.01
C -2.16431 2.61518 -0.67716 0.3 0.3 0.1 0.03
C -3.05620 1.98789 -1.74793 -0.2 -0.1 -0.1 0.01
C -2.41428 4.13061 -0.57118 0.4 0.7 -0.3 0.00
C -2.59392 2.08863 0.68188 -0.1 -0.6 0.8 0.03
C 2.74941 2.78929 0.60274 0.9 -0.4 -0.2 0.01
C 3.11853 4.11224 0.36269 -0.2 -1.4 0.3 0.00
C 4.39955 4.35467 -0.08129 0.5 0.7 0.1 0.00
C 5.29823 3.32097 -0.29160 -0.5 0.5 0.0 0.00
C 4.93311 2.00754 -0.09536 -0.1 -0.7 0.5 0.00
C 3.66803 1.73316 0.41629 0.2 0.6 -0.5 0.00
C 2.08933 -3.32468 0.21372 0.3 0.1 -0.3 -0.01
C 3.44350 -3.83800 0.75895 -0.1 1.0 -0.7 0.00
C 1.12531 -3.05340 1.35334 -1.2 -0.2 0.3 0.05
C 1.45731 -4.37521 -0.71415 -0.6 0.2 0.0 0.00
H 2.48274 -2.52937 -4.37101 -0.2 -0.2 0.2 0.00
H 1.17535 -1.75168 -3.52031 0.0 -0.3 0.2 -0.01
H 1.64133 -3.45058 -3.09213 -0.1 0.0 -0.1 0.00
H 3.89664 -0.56548 -3.96637 -0.4 0.0 0.7 0.00
H 4.15184 -0.05237 -2.28098 0.0 0.3 -0.1 0.00
H 2.52446 0.11994 -3.01071 0.4 -0.2 0.0 0.00
H 4.77465 -2.72555 -3.41769 -0.2 -0.1 0.3 0.00
H 4.14472 -3.81932 -2.19954 -0.2 0.0 0.1 0.00
H 5.06112 -2.37631 -1.73948 0.1 0.0 0.3 0.00
H 4.48217 -0.65292 -0.20451 0.2 0.1 -0.1 0.00
H 3.75814 -1.37959 1.21485 0.0 0.0 0.1 0.00
H 0.50784 3.92797 0.37563 0.0 -0.1 0.2 0.01
H -0.43222 2.79710 1.36164 0.4 0.0 -0.5 -0.07
H -0.03428 5.06282 -1.99754 -0.1 -0.2 0.0 0.00
H -1.25994 4.38687 -3.13872 0.8 0.0 0.3 0.00
H 0.39579 4.74999 -3.66494 0.0 0.1 -0.1 0.00
H 2.14472 3.75131 -1.73027 -0.1 -0.5 -0.5 0.00
H 2.18492 3.18667 -3.42250 0.3 -0.1 0.2 0.00
H 2.24863 2.01095 -2.08868 -0.2 0.0 0.0 0.00
H -1.15517 1.99733 -3.88829 0.1 0.2 0.1 0.01
H 0.22456 1.00672 -3.54627 0.1 0.7 -0.2 0.01
H 0.36576 2.46643 -4.61808 0.1 -0.2 0.0 0.00
H -2.81907 2.27993 -2.78215 0.0 0.0 0.4 0.00
H -4.07279 2.31794 -1.53413 -0.2 0.0 -0.1 0.00
H -3.05621 0.88954 -1.68651 0.1 0.2 0.0 0.00
H -2.44914 4.63930 -1.53775 0.2 -0.1 0.2 0.00
H -1.69798 4.64680 0.08739 0.1 -0.2 -0.4 0.00
H -3.36559 4.36739 -0.09599 -0.3 -0.5 0.0 0.00
H -2.37168 1.03334 0.84766 -0.2 0.1 -0.2 0.01
H -3.66399 2.23925 0.76573 -0.3 0.0 -0.1 0.01
H -2.18987 2.61574 1.55863 0.0 0.1 -0.5 -0.03
H 2.41014 4.88523 0.51350 -0.5 0.8 0.1 0.00
H 4.74430 5.38110 -0.21291 -0.2 -0.2 0.0 0.00
H 6.28298 3.59885 -0.57585 0.7 -0.1 -0.3 0.00
H 5.65562 1.21627 -0.25211 0.0 0.0 0.0 0.00
H 3.86972 -3.18716 1.54522 -0.1 -0.4 -0.5 0.00
H 4.13373 -3.97013 -0.07836 0.2 0.2 0.3 0.00
H 3.31163 -4.80338 1.18056 -0.3 -1.0 0.5 0.00
H 1.43890 -2.26070 2.03530 0.1 -0.1 -0.2 0.01
H 0.94864 -3.96949 1.93139 0.5 0.0 0.1 -0.01
H 0.09123 -2.83738 1.00326 0.7 0.2 0.0 0.02
H 2.15056 -4.69003 -1.47862 0.2 -0.1 -0.3 0.00
H 0.54300 -3.96855 -1.19483 0.5 -0.3 0.3 0.01
H 1.15613 -5.28597 -0.16992 0.1 0.4 0.1 0.00
O -1.05481 -0.98858 -4.05869 -0.4 -0.4 0.8 0.01
C -1.65821 -1.71726 -3.27673 0.5 0.3 0.3 0.02
C -2.90229 -2.51332 -3.63384 -0.8 0.8 -0.1 0.01
C -3.09802 -3.45551 -2.47449 -0.5 0.9 0.4 0.00
C -2.13137 -2.94285 -1.42191 0.7 -0.2 -0.2 0.05
O -2.06716 -3.41905 -0.31383 0.2 0.2 0.4 0.01
N -1.27567 -1.96940 -1.95490 -0.8 0.1 -0.8 0.08
H -2.69863 -2.99528 -4.56818 -0.1 -0.3 -0.6 0.00
H -3.78600 -1.84140 -3.78140 0.9 -0.3 0.1 0.00
H -2.84728 -4.45856 -2.73228 0.3 -0.9 0.0 0.00
H -4.10328 -3.46160 -2.03339 0.2 0.0 -0.2 0.00
Cl -4.31738 1.43389 3.66424 0.0 0.6 0.1 0.00
C -4.47544 0.00776 2.73311 0.3 -1.5 0.0 0.01
C -5.03736 0.06251 1.46121 -0.1 0.5 1.1 0.00
C -5.26117 -1.09631 0.76594 0.2 -0.7 -0.8 0.00
C -4.85500 -2.32110 1.28749 -0.4 0.5 -0.4 0.00
C -4.31529 -2.36416 2.54906 0.2 -0.2 -0.1 0.00
Cl -3.86948 -3.89092 3.20514 0.2 -0.6 0.1 0.00
C -4.06726 -1.23155 3.31205 -0.1 1.5 0.1 0.00
N -3.52235 -1.31884 4.59572 -0.3 0.4 -0.6 0.00
C -2.48264 -0.45868 5.08723 0.4 -0.6 -0.2 -0.01
C -2.63913 0.00547 6.38520 0.3 0.2 0.2 0.00
C -1.64222 0.77675 6.98372 -0.9 -0.4 -0.6 0.00
C -0.53888 1.11864 6.22496 0.7 0.5 0.8 0.02
C -0.34318 0.56570 4.97852 -0.1 0.4 -0.3 0.02
C -1.27849 -0.28206 4.39129 -0.4 0.3 0.8 0.09
C -0.87059 -1.03193 3.16051 -0.3 -0.7 0.4 -0.32
C -0.43612 -0.17865 2.02743 0.1 -0.1 -1.2 0.82
O 0.96073 -0.01040 2.01793 0.4 -0.3 0.2 0.02
O -0.91349 -0.53246 0.84408 -0.1 0.2 0.1 0.45
H -5.34654 1.03885 1.11295 -0.1 -0.2 -0.2 0.00
H -5.70874 -1.08208 -0.22384 0.0 0.1 0.1 0.00
H -4.95331 -3.21166 0.68247 0.0 -0.1 0.2 0.00
H -3.34488 -2.26487 4.84184 0.0 -0.8 0.2 0.00
H -3.54043 -0.29442 6.91128 0.1 0.2 0.0 0.00
H -1.76901 1.10269 7.99803 0.1 0.2 0.3 0.00
H 0.22082 1.77751 6.67173 -0.3 -0.3 -0.4 0.00
H 0.54156 0.82826 4.41745 0.2 -0.1 0.0 0.00
H -1.62242 -1.74222 2.78213 0.1 0.5 0.2 -0.01
H -0.01631 -1.65080 3.47602 -0.1 0.0 -0.1 0.07
```
Forces are in eV/Å.

The value obtained for the calculated total energy is -137336.2339 eV. As for the spin multiplicity: 6. Its HOMO-LUMO gap (alpha / beta) is 6.9 / 8.1 eV. As for the maximum force: 1.86 eV/A.

***

[2]
# C6H12N2

2 unconnected molecules or ions with the total composition C6H12N2 in a non-equilibrium geometry (the ωB97M-V functional and the def2-TZVPD basis, the OMol25 dataset).

```
20
Properties=species:S:1:pos:R:3:forces:R:3:mulliken_spin:R:1
C -0.65563 -3.59555 -0.92741 0.6 1.8 1.5 0.00
C 0.88345 -3.49588 -1.21279 -1.8 0.9 -0.1 0.00
H -1.29082 -3.38190 -1.78412 0.0 -0.6 0.0 0.00
H -0.94442 -4.42443 -0.29420 -0.1 -0.7 -0.7 0.00
H -0.87949 -2.77477 -0.21825 -0.2 0.0 -0.3 0.00
H 0.94548 -3.25739 -2.28373 0.8 -1.1 0.2 0.00
H 1.28327 -2.58454 -0.76730 0.1 0.0 0.4 0.00
H 1.36138 -4.33979 -0.73074 0.6 -0.2 -0.9 0.00
C 0.22330 0.03455 2.01110 0.3 -0.4 1.1 0.02
C 1.02448 1.68666 0.22664 -0.2 1.3 -0.3 0.42
C 0.01562 0.97658 0.91947 -1.9 -0.7 0.2 0.28
C -0.94283 2.20228 -0.52096 -1.5 -0.3 -0.2 0.28
N 0.38551 2.48400 -0.70276 1.7 -1.8 1.7 -0.03
N -1.20364 1.35131 0.45581 1.5 -0.2 0.2 -0.06
H 2.03348 1.79518 0.59876 0.3 0.0 -0.7 0.01
H 0.98695 2.87063 -1.41610 -0.8 0.7 -0.5 0.00
H 0.93743 0.51908 2.69914 0.0 -0.5 -0.1 0.02
H 0.58927 -0.97595 1.76825 0.5 0.5 -0.6 0.03
H -1.82534 2.54342 -1.04415 0.6 0.7 -0.7 0.02
H -0.66467 -0.25269 2.57063 -0.4 0.7 -0.2 0.00
```
Forces are in eV/Å.

The value obtained for the calculated total energy is -9387.4951 eV. As for the spin multiplicity: 2. Its HOMO-LUMO gap (alpha / beta) is 9.6 / 5.7 eV. As for the maximum force: 3.03 eV/A. Its total charge is +1. For the relative energy (zero: lowest compared OMol25 entry of this formula, charge and spin), the calculation gives 114.8 kJ/mol.

***

[3]
# C8H14Cl8N2O2

A molecular structure, C8H14Cl8N2O2 in a non-equilibrium geometry (the ωB97M-V functional and the def2-TZVPD basis, the OMol25 dataset).

```
34
Properties=species:S:1:pos:R:3:forces:R:3:lowdin_charge:R:1
C 30.18260 1.37687 -7.57655 0.8 1.8 1.2 -0.43
O 31.13068 1.89922 -8.16033 -0.5 -0.7 1.1 0.03
N 29.43219 1.95487 -6.66104 -1.4 1.3 2.0 -0.20
C 28.29813 1.28390 -5.94474 4.6 1.1 5.6 -0.31
C 29.76299 3.24645 -6.17021 0.6 1.6 1.0 -0.05
H 29.85958 0.33283 -7.71017 0.8 3.9 2.6 -0.15
H 27.42194 1.92922 -6.00744 -0.2 -0.2 0.3 0.09
H 28.51114 1.11036 -4.88993 0.5 1.0 0.7 0.11
H 28.17376 0.27724 -6.34383 1.4 0.4 4.1 -0.02
H 28.91875 3.89182 -5.92761 -0.5 -0.5 0.2 0.09
H 30.35140 3.08909 -5.26627 0.1 0.5 0.2 0.10
H 30.33204 3.90830 -6.82308 0.2 -0.8 -0.5 0.10
C 31.34138 1.95283 -10.51457 -0.8 -0.5 0.4 -0.36
O 30.44777 2.75144 -10.67997 -0.2 0.3 -0.6 0.02
N 31.19007 0.60041 -10.61819 2.0 -0.4 -0.1 -0.20
C 32.27141 -0.24822 -10.20031 -0.1 -0.2 0.5 -0.08
C 30.00824 -0.11020 -10.96798 4.1 1.3 -4.9 -0.34
H 32.34028 2.21590 -10.13352 0.0 0.1 -0.5 0.13
H 32.52548 -0.96369 -10.98239 0.4 0.1 0.0 0.10
H 31.89956 -0.80500 -9.34017 0.5 -0.4 0.0 0.03
H 33.11595 0.30288 -9.78662 0.1 0.1 -0.5 0.10
H 29.77745 -0.95051 -10.31321 0.6 0.4 -2.2 -0.04
H 29.19481 0.61393 -11.01345 6.2 1.0 -2.4 -0.12
H 30.07122 -0.50566 -11.98175 0.2 -0.3 -0.6 0.12
C 24.84916 0.55344 -10.18949 -3.7 1.9 0.0 -1.86
Cl 24.86197 -1.10173 -9.54110 -1.1 1.2 -1.0 0.51
Cl 26.50766 1.19870 -10.15429 -14.1 7.4 0.1 0.44
Cl 24.23913 0.59551 -11.90329 0.5 -0.3 0.8 0.49
Cl 23.71113 1.56344 -9.20502 -0.9 -0.1 0.6 0.42
C 28.13395 -0.44961 -8.77160 -1.8 -0.7 -1.3 -1.58
Cl 27.52040 0.73344 -7.70245 -5.1 -2.0 -9.8 0.86
Cl 27.26555 -1.99525 -8.52861 1.5 -0.8 0.5 0.54
Cl 27.95756 0.22126 -10.42690 5.4 -10.0 1.8 0.59
Cl 29.83689 -0.79651 -8.61410 -0.3 -7.3 0.6 0.89
```
Forces are in eV/Å.

The value obtained for the calculated total energy is -115752.6412 eV. Its HOMO-LUMO gap is 5.3 eV. As for the maximum force: 15.92 eV/A. For the relative energy (zero: lowest compared OMol25 entry of this formula, charge and spin), the calculation gives 2347.9 kJ/mol.

***

[4]
# C5H9BrN4O

A single C5H9BrN4O molecule in a non-equilibrium geometry (the ωB97M-V functional and the def2-TZVPD basis, the OMol25 dataset).

```
20
Properties=species:S:1:pos:R:3:forces:R:3:lowdin_charge:R:1
C 0.39209 2.02867 -0.31024 1.0 2.0 -0.8 -0.61
C -2.51193 0.75354 0.06325 -2.3 1.9 -0.2 -0.12
C -1.30585 0.71733 0.97241 -0.9 1.8 0.2 -0.22
C 1.73200 -1.38717 0.35304 0.0 -3.2 0.5 -0.35
C 1.01330 -1.93325 -0.82986 -2.0 1.0 -3.4 -0.68
N 1.85407 1.92005 -0.41467 0.2 1.6 -1.1 0.14
N 2.22894 0.80786 -0.18195 2.5 -0.3 0.0 -0.03
N -0.16755 0.93422 0.04726 0.3 -4.0 2.4 0.14
N 1.54668 -0.02710 0.38996 -2.7 1.7 2.0 0.02
O -0.02099 3.08985 -0.69568 -1.3 1.1 0.0 0.07
Br 0.86958 -3.81050 -0.58822 -0.4 -0.8 -0.2 0.68
H -3.51284 0.82810 0.65599 1.8 -0.2 -1.0 0.11
H -2.48241 1.62544 -0.67941 0.1 -0.8 1.4 0.10
H -2.55777 -0.08029 -0.58201 -0.1 -1.3 -0.5 0.04
H -1.53144 1.54886 1.73942 1.3 -1.0 -1.0 0.14
H -1.30035 -0.22688 1.52945 0.6 0.1 -0.4 0.11
H 2.78380 -1.66811 0.15232 -0.2 0.6 0.7 0.14
H 1.40437 -1.95368 1.30326 0.4 1.3 -1.3 0.13
H 1.56753 -1.78696 -1.81132 -0.2 -0.1 1.4 0.08
H -0.00121 -1.37999 -1.11300 1.8 -1.5 1.3 0.11
```
Forces are in eV/Å.

The value obtained for the calculated total energy is -83376.1346 eV. Its HOMO-LUMO gap is 8.4 eV. As for the maximum force: 4.68 eV/A. For the relative energy (zero: lowest compared OMol25 entry of this formula, charge and spin), the calculation gives 128.9 kJ/mol.